Density functional theory data (wB97M-V/def2-TZVPD) for C22H41BN7PTc as an isolated structure at a distorted geometry.

Charge: +2
E_tot, eV: -46055.5366
2S+1: 4

Geometry (Å):
Tc (-1.185, -1.384, -0.224)
P (-1.255, 1.782, 0.095)
N (-0.228, -2.496, 1.251)
N (-0.535, 0.263, -0.025)
N (0.568, -3.641, 1.283)
N (3.248, -3.683, 0.562)
N (0.964, -3.622, -1.035)
N (0.198, -2.458, -1.275)
N (3.613, -2.376, 0.776)
C (0.696, 3.130, 1.577)
C (4.923, -2.251, 0.852)
C (5.494, -3.555, 0.814)
C (-0.030, -2.422, -2.627)
C (4.227, 0.779, -2.322)
C (-4.029, 2.297, -0.165)
C (-0.729, -3.710, 3.079)
C (4.406, -4.424, 0.652)
C (-0.913, -2.476, 2.439)
C (0.846, -4.419, -2.112)
C (-0.539, 1.369, 2.743)
C (-0.695, 2.489, 1.708)
C (-3.264, 0.145, -1.131)
C (-0.719, 2.769, -1.363)
C (0.267, -3.697, -3.149)
C (-1.337, 2.216, -2.657)
C (-1.680, 3.543, 2.240)
C (-3.293, 0.423, 1.354)
C (0.158, -4.425, 2.297)
C (0.812, 2.641, -1.519)
C (-3.012, 1.155, 0.023)
C (-1.111, 4.262, -1.242)
B (1.659, -4.099, 0.282)
H (-1.490, 0.968, 3.100)
H (1.427, 2.420, 1.171)
H (-3.968, 2.740, -1.173)
H (5.394, -1.280, 0.903)
H (1.119, 1.593, -1.403)
H (-4.246, -0.322, -0.947)
H (4.974, -0.024, -2.371)
H (-0.220, -1.469, -3.125)
H (-2.550, -0.371, 1.602)
H (-1.837, 4.371, 1.538)
H (-0.550, 4.808, -0.473)
H (1.093, 2.990, -2.524)
H (3.231, 0.321, -2.266)
H (-2.420, 2.377, -2.714)
H (1.711, -5.319, 0.256)
H (-4.271, -0.079, 1.259)
H (-2.548, -0.735, -1.224)
H (-0.848, 4.736, -2.201)
H (6.536, -3.769, 0.900)
H (0.082, -4.043, -4.143)
H (4.395, -5.505, 0.595)
H (4.272, 1.413, -3.219)
H (-0.890, 2.765, -3.503)
H (-2.650, 3.129, 2.545)
H (1.030, 3.405, 2.588)
H (-1.196, -4.040, 3.996)
H (0.683, 4.056, 0.995)
H (-3.229, 0.618, -2.118)
H (-2.188, 4.415, -1.081)
H (0.576, -5.421, 2.358)
H (-1.096, 1.152, -2.796)
H (0.068, 0.556, 2.335)
H (-3.931, 3.081, 0.601)
H (-5.022, 1.825, -0.069)
H (-1.333, -1.536, 2.790)
H (-0.010, 1.764, 3.621)
H (1.200, -5.436, -2.044)
H (4.390, 1.359, -1.468)
H (-1.218, 3.967, 3.142)
H (-3.354, 1.129, 2.193)
H (1.360, 3.267, -0.807)

Force components x, y, z for each atom (eV/Å):
2.493 0.127 1.787
0.604 -2.641 -0.713
0.538 0.029 2.120
0.077 0.949 -0.038
-0.791 -0.091 0.190
1.638 -1.051 0.274
-1.076 0.084 -0.333
1.956 0.162 -2.284
-0.550 1.232 -0.215
0.203 0.142 -0.028
0.065 -1.370 -0.274
0.561 2.556 0.183
0.726 -1.885 0.945
-0.433 -1.071 -1.464
-0.418 -0.349 -0.006
-0.567 0.273 0.543
-3.938 -0.373 -0.582
1.234 -1.303 -0.787
0.218 1.142 -0.218
0.052 -0.370 0.271
-0.320 0.283 0.510
0.321 0.182 0.173
0.083 0.752 -0.239
-0.064 0.545 0.008
-0.075 -0.055 -0.228
0.068 0.242 0.174
-0.403 -0.177 0.009
0.484 0.905 -0.009
0.230 0.019 0.066
-0.361 0.710 0.174
0.027 0.120 -0.182
-1.265 -0.226 -0.425
0.173 0.084 -0.080
-0.130 0.238 0.063
0.011 -0.082 0.467
-0.026 -0.137 0.209
0.069 0.297 -0.092
0.345 0.203 -0.236
-0.149 0.306 -0.127
-0.609 -0.566 0.263
-0.398 0.564 -0.203
-0.028 -0.179 0.128
-0.209 -0.266 -0.111
-0.167 -0.165 0.265
0.188 0.095 -0.008
0.260 -0.076 0.006
0.075 0.576 0.073
0.281 0.237 0.121
-0.970 0.547 -0.719
-0.145 -0.095 0.272
0.337 -0.424 0.058
0.058 -0.080 -0.312
-0.036 0.106 -0.022
0.106 -0.296 0.297
-0.165 -0.190 0.342
0.232 0.072 -0.168
-0.154 -0.111 -0.229
0.100 0.045 -0.094
0.068 -0.288 0.050
-0.135 -0.324 0.335
0.285 -0.050 -0.039
-0.074 0.149 0.381
-0.133 0.239 0.039
-0.053 0.017 0.086
-0.073 -0.265 -0.306
0.169 0.482 -0.030
-0.357 -0.570 -0.228
-0.177 0.028 -0.246
0.165 0.083 -0.282
0.271 0.945 1.323
-0.196 -0.024 -0.180
0.021 -0.346 -0.217
-0.148 -0.275 -0.246